Entry from the Open Molecules 2025 dataset: the molecule C4H6O2 (ωB97M-V with the def2-TZVPD basis set).

Positions of all 12 atoms, in Å:
O1 -0.18943 -2.21686 -0.82118
C1 1.18343 -0.20994 -0.33066
H1 1.60110 -0.60434 0.61311
H2 -0.76994 0.39275 2.10051
H3 -0.40572 -0.33196 -1.63382
C2 0.24507 0.93010 0.02817
O2 -1.53579 0.61620 1.54858
C3 0.11991 -1.06563 -0.97065
H4 -1.83153 0.22720 -0.39894
H5 2.01614 -0.05956 -1.02622
C4 -1.05279 0.54858 0.29099
H6 0.61956 1.77347 0.60010

The molar mass comes out at 86.09 g mol⁻¹. The calculation puts the calculated total energy at -306.37000 Ha. For the HOMO energy (alpha / beta), the calculation gives -8.650 / -8.650 eV. The largest force on an atom comes out at 1.10 eV Å⁻¹. As for the charge: 0. The energy above the lowest of the compared OMol25 structures with the same formula, charge and spin comes out at 357.85 kJ/mol. The HOMO-LUMO gap (alpha / beta) is 8.8 / 8.8 eV.

Results of the natural (NBO) charge analysis, in e, for atoms 1 through 8: -0.513 -0.516 0.212 0.489 0.098 -0.377 -0.650 0.444



Entry from the Open Molecules 2025 dataset: a cluster of 10 separate species, C52H134N10O16 in total (ωB97M-V with the def2-TZVPD basis set).

Positions of all 212 atoms, in Å:
C1 3.99403 -3.86090 8.96233
C2 -3.57440 -0.99841 3.61964
H1 0.52595 0.98103 1.37098
H2 -5.80426 0.28303 -6.92113
O1 5.46683 0.72505 3.59979
C3 -3.80155 1.60945 -3.30640
H3 2.71993 -5.83589 2.36137
C4 -0.70278 4.60177 -0.37012
C5 2.59911 -4.30916 6.43721
N1 0.63424 -4.65903 -0.90419
H4 -1.05385 0.89878 -7.90916
H5 -3.21275 -3.89428 5.00967
N2 -2.77795 -2.77175 7.48736
C6 -2.65834 -2.06713 6.19039
C7 -1.70750 -5.60823 2.34110
H6 5.29786 6.30108 0.92054
H7 4.39630 -0.58107 2.20192
H8 5.25966 -3.20747 -0.52566
H9 6.14402 1.67243 6.03666
C8 2.16991 1.89234 1.84127
O2 -5.93506 5.26918 -5.00562
C9 0.95646 -0.02499 -6.12363
C10 1.82022 -4.83042 -1.75331
C11 6.76287 2.08741 5.24111
H10 -0.74238 -3.01671 6.06748
O3 2.69754 -5.14496 4.17613
H11 0.74717 -2.46617 2.90628
C12 -7.12112 3.26413 -6.82421
O4 -2.84351 1.79281 -2.30919
C13 5.37825 -0.18576 2.46191
H12 7.08752 0.01903 4.51335
C14 2.90390 1.72996 0.49479
O5 -0.07114 -0.81002 1.86410
H13 1.08412 -5.86816 3.09206
H14 3.94919 5.12321 0.70820
O6 4.74212 -4.10784 10.11253
C15 -1.34797 2.56675 2.89606
H15 7.88638 4.47620 4.40136
H16 3.71865 -3.87000 -2.27339
H17 4.04459 -2.49861 0.61140
H18 -2.29836 -3.80378 -3.76891
O7 -2.59671 -0.47760 -7.61465
C16 -0.88281 -1.44800 0.95487
H19 0.89706 0.18754 -0.61910
O8 -1.78260 2.46033 4.25472
H20 -5.89121 5.33216 -9.19889
H21 -0.55277 2.04453 -4.92002
H22 3.99250 -2.77975 8.82366
N3 0.31958 4.66462 0.64097
C17 -4.87519 -0.28549 -6.96261
C18 2.95534 -3.85989 -1.49535
H23 -4.46133 0.80165 -2.98977
H24 -2.69007 -0.19604 -2.06673
C19 6.98957 4.09370 3.91400
H25 5.71818 -4.03718 7.70956
H26 -2.73298 -2.95981 -5.22871
H27 0.64688 3.30229 -5.08915
H28 -0.89179 -1.66250 4.93481
H29 -0.69118 -1.32073 6.63182
H30 4.40226 -2.32743 11.03146
C20 -0.31435 -1.40298 -0.52787
H31 4.98877 -3.91953 1.05591
O9 2.62876 0.48585 -0.10911
H32 0.12931 6.17017 -1.72433
H33 3.11099 0.68321 -2.19550
N4 0.02575 -0.10757 -1.03603
H34 0.65269 2.67817 3.58413
H35 2.23825 -3.31651 4.55578
H36 7.43764 3.46159 3.14734
H37 1.16298 0.10306 -7.18620
H38 4.88773 -5.48160 7.71557
H39 -5.92506 -2.20085 -3.06798
H40 -1.06056 -2.48088 1.25433
H41 0.20671 3.77235 1.10055
H42 1.67170 -1.89882 1.53650
H43 -6.43465 -1.16452 -5.07718
H44 5.26429 3.21177 4.29087
H45 -3.66286 -0.73024 2.56685
H46 -3.11938 -1.09770 6.37950
H47 -1.51672 1.20882 -0.22732
N5 2.55691 1.67521 -6.05140
H48 0.93639 -4.86773 0.03669
H49 -2.75785 -0.39128 4.01045
H50 2.48419 -5.36360 6.68831
H51 -2.09768 4.94660 -4.23394
H52 -5.53063 6.13354 -3.14087
C21 1.44729 -1.75651 -4.49360
C22 4.30022 -3.38209 11.28713
C23 6.20634 5.28399 3.26933
O10 -3.19109 -2.31088 3.81708
H53 -5.49326 -2.42790 -5.74883
H54 -2.10348 3.14926 0.47003
H55 -3.53031 2.46217 5.48018
N6 3.97966 -4.02863 6.41527
H56 2.02576 -3.56561 6.99082
H57 -7.47957 3.32859 -5.79685
H58 -2.46874 -3.73244 7.44783
H59 -0.43465 1.81543 -1.36878
H60 5.73938 5.82666 4.09125
H61 3.29659 -3.59977 11.65243
H62 -1.14056 -5.42630 3.25411
H63 3.85377 6.26643 1.90366
H64 0.52558 -2.05261 -0.77403
C24 -1.43214 -5.72717 -0.05096
H65 -1.78305 0.06735 -9.39631
C25 4.59763 5.63239 1.42119
C26 -5.42259 -1.56929 -5.08109
H66 2.50153 2.84934 2.24413
H67 -1.30042 3.80481 -3.16413
H68 2.95001 -4.14472 9.09491
H69 3.98752 1.84499 0.51964
H70 -4.45035 -0.65502 4.17000
C27 2.04641 -4.28893 5.00932
O11 -4.15355 -3.11328 -3.65367
C28 -5.01323 -1.99069 -3.62700
C29 3.45149 0.21750 -1.27069
H71 0.05641 2.56435 -6.53580
C30 -3.48086 -2.84384 5.12273
H72 4.28612 -4.53364 5.59604
C31 -3.69755 0.39329 -7.70077
H73 -0.46097 3.78241 -1.04708
C32 -2.07140 4.21507 0.24395
H74 -4.52582 -2.73492 5.41310
H75 -7.40164 5.31529 -7.18514
C33 -0.39054 -5.62873 -1.13851
H76 -2.20275 -4.95743 -0.09289
H77 1.68726 -2.81905 -4.53277
C34 -1.15384 -2.01650 5.93186
N7 -4.47513 -0.59623 -5.61570
H78 3.17966 0.88811 -5.93842
H79 2.18552 -5.80710 -1.43590
C35 -0.83980 5.82475 -1.36429
H80 -4.57378 6.82509 -4.31033
H81 2.65814 2.50911 -0.22675
H82 -0.09015 -0.30058 -5.99419
C36 -2.83768 -2.93402 -4.14405
H83 -8.00014 3.05652 -7.43440
C37 1.34061 1.27318 -5.40161
H84 -4.23187 5.16707 -3.67493
H85 0.09263 -6.60562 -1.12030
H86 5.05043 -3.55650 12.05842
H87 1.65878 -4.94456 -2.82523
C38 -5.43907 5.16904 -6.31993
C39 -3.20055 2.68868 4.46625
H88 -1.52630 0.47893 -3.16744
H89 -5.07183 6.13765 -6.65909
H90 -0.83938 -5.35270 -2.09268
H91 -3.96975 0.43373 -8.75546
H92 -2.01476 1.94653 2.29704
N8 6.12545 3.35258 4.79947
O12 -0.78709 -5.72156 1.25947
H93 -4.43602 2.48785 -3.42456
C40 0.08401 2.00063 2.94724
H94 -3.36672 1.38468 -4.28031
H95 0.02721 1.04613 3.47051
C41 6.77189 0.99134 4.13508
H96 7.72294 2.24306 5.73319
C42 4.69477 -4.40991 7.66717
C43 -1.48347 -0.00052 -8.35049
H97 -3.57429 1.42273 -7.36438
H98 -3.54689 3.71506 4.34498
H99 1.95249 -1.23106 -3.68318
H100 -2.36885 -4.74443 2.27361
O13 1.71269 -1.16890 -5.74080
H101 -6.54806 3.83278 -9.18444
H102 1.50283 1.06897 -4.34327
N9 -5.99513 4.48931 -8.65216
H103 -2.03280 -6.61911 -0.22918
H104 1.85895 -4.41722 2.39987
H105 -0.69395 -0.75184 -8.33390
C44 0.31875 2.34761 -5.50028
H106 1.55729 -0.90926 3.03208
H107 -3.80625 2.07997 3.79491
H108 -3.54678 -0.98953 -5.67550
H109 -2.32789 4.84078 1.09882
C45 -4.99237 5.85387 -4.04649
H110 -2.32559 -6.50480 2.38834
N10 0.72091 1.93255 1.64792
H111 -2.88012 4.42710 -0.45542
H112 -1.29945 6.59673 -0.74715
H113 2.54857 1.15017 2.54405
H114 6.87652 5.99919 2.79242
H115 4.50069 0.46727 -1.11290
H116 -1.90330 -1.07111 0.88661
H117 -0.43614 5.32761 -3.89967
C46 2.01606 -5.30944 3.00598
H118 2.56488 -2.84222 -1.49625
H119 3.45036 -0.86582 -1.39122
H120 -6.38024 2.47126 -6.92696
H121 0.96742 -4.44273 4.99393
H122 -1.07607 -1.84641 -1.16917
H123 6.02013 -1.06325 2.53996
C47 -1.02702 0.92487 -1.15880
H124 -4.52366 -1.15450 -3.12779
H125 1.21669 4.64787 0.17729
H126 0.38556 -1.82971 -4.25808
C48 1.02395 -1.57090 2.34953
O14 -1.71562 5.67260 -2.44414
C49 -1.31943 4.84875 -3.47707
C50 -6.53159 4.66395 -7.26797
H127 -1.33187 3.63280 2.66938
H128 2.41948 1.62773 -7.05088
O15 5.27692 4.73440 2.31816
H129 7.54445 1.27562 3.42064
O16 3.45969 -4.28394 -0.24284
C51 4.49715 -3.41220 0.22584
H130 -5.06525 -1.25232 -7.42867
C52 -2.04228 0.66605 -2.22571
H131 -4.62334 4.46657 -6.49086
H132 -3.70700 -2.88783 7.86617
H133 -2.19239 -2.15407 -3.73985
H134 5.68574 0.43698 1.62182

The molar mass comes out at 1155.70 g mol⁻¹. The calculation puts the calculated total energy at -3812.53151 Ha. For the HOMO energy, the calculation gives -8.135 eV. The largest force on an atom comes out at 2.85 eV Å⁻¹. As for the charge: 0. The energy above the lowest of the compared OMol25 structures with the same formula, charge and spin comes out at 505.25 kJ/mol. The HOMO-LUMO gap is 8.8 eV.

Results of the Löwdin charge analysis, in e, for atoms 1 through 8: -0.248 -0.141 0.065 0.106 -0.201 -0.106 0.100 -0.417